[1]
Computed, not measured: C46H38CoF15GeN5OS as an isolated structure, with ωB97M-V with the def2-TZVPD basis set.

The geometry in XYZ format:
```
108
C46H38CoF15GeN5OS (ωB97M-V with the def2-TZVPD basis set)
Co 0.193 -0.342 -0.221
C -1.095 1.513 -2.124
N 0.184 1.441 -1.375
C 0.309 2.625 -0.499
C 1.298 1.339 -2.318
C 1.511 2.285 -3.309
C 2.531 2.113 -4.234
C 3.311 0.963 -4.163
C 3.107 0.025 -3.160
C 2.117 0.224 -2.188
N 1.832 -0.615 -1.128
C 2.764 -1.380 -0.449
C 4.156 -1.226 -0.461
C 4.964 -1.994 0.371
C 4.412 -2.918 1.242
C 3.028 -3.067 1.273
C 2.223 -2.308 0.444
N 0.769 -2.410 0.417
C 0.185 -2.849 1.687
C 0.369 -3.328 -0.670
H -1.208 2.487 -2.609
H -1.084 0.741 -2.893
H -1.924 1.358 -1.436
H 0.209 3.549 -1.080
H -0.475 2.586 0.260
H 1.282 2.620 -0.011
H 0.871 3.162 -3.369
H 2.701 2.855 -5.005
H 4.084 0.789 -4.903
H 3.706 -0.876 -3.127
H 4.601 -0.476 -1.099
H 6.040 -1.850 0.346
H 5.041 -3.513 1.894
H 2.585 -3.780 1.960
H 0.380 -3.908 1.885
H 0.588 -2.257 2.506
H -0.897 -2.705 1.645
H 0.699 -4.347 -0.445
H -0.714 -3.319 -0.780
H 0.823 -3.000 -1.603
C 2.862 0.979 5.427
C 2.208 0.744 4.092
C 2.889 0.976 2.900
C 2.247 0.776 1.695
N 0.974 0.370 1.601
C 0.314 0.150 2.748
C 0.892 0.317 3.991
H 3.893 0.621 5.426
H 2.318 0.486 6.231
H 2.883 2.049 5.647
H 3.923 1.305 2.907
H 2.768 0.942 0.757
H -0.725 -0.141 2.650
H 0.302 0.127 4.883
F -0.677 3.237 2.750
C -1.506 3.228 3.805
C -2.870 3.079 3.612
C -3.661 3.179 4.742
F -4.995 3.080 4.674
C -3.128 3.395 5.999
F -3.916 3.488 7.070
C -1.765 3.518 6.147
F -1.243 3.728 7.351
C -0.941 3.438 5.043
F 0.379 3.579 5.191
Ge -3.467 2.702 1.761
S -2.639 0.935 0.946
C -3.007 4.361 0.756
C -3.141 4.325 -0.625
F -3.719 3.274 -1.226
C -2.735 5.349 -1.451
F -2.868 5.261 -2.776
C -2.184 6.483 -0.891
F -1.788 7.484 -1.666
C -2.058 6.577 0.477
F -1.542 7.681 1.016
C -2.467 5.526 1.274
F -2.312 5.706 2.592
C -5.452 2.573 1.779
C -6.000 1.482 2.440
F -5.236 0.703 3.216
C -7.331 1.140 2.347
F -7.818 0.077 2.989
C -8.168 1.902 1.558
F -9.452 1.581 1.448
C -7.670 2.998 0.892
F -8.486 3.738 0.141
C -6.331 3.318 1.013
F -5.931 4.412 0.349
O -1.581 -1.129 -0.916
C -2.693 -1.607 -1.197
C -3.462 -2.420 -0.181
C -4.997 -2.192 -0.066
C -5.509 -0.914 -0.744
C -5.673 -1.092 -2.256
C -4.523 -1.896 -2.853
N -3.205 -1.429 -2.419
H -2.981 -2.183 0.765
H -3.244 -3.474 -0.394
H -5.243 -2.150 0.995
H -5.533 -3.056 -0.473
H -4.813 -0.097 -0.533
H -6.470 -0.629 -0.312
H -5.739 -0.114 -2.739
H -6.602 -1.628 -2.478
H -4.542 -1.858 -3.938
H -4.618 -2.946 -2.576
H -2.695 -0.788 -3.005
```

## Properties
ΔE to the lowest compared entry with this formula, charge and spin   11.4 kcal/mol
Strongest force on any atom   0.772 eV Å⁻¹
2S+1   2
Expectation value of S²   0.7586
Highest occupied orbital energy (spin up / spin down)   -7.02 / -7.02 eV
Frontier orbital gap (spin up / spin down)   7.337 / 7.337 eV

[2]
Computed, not measured: C8H9NS2 as an isolated structure in a non-equilibrium geometry, with ωB97M-V with the def2-TZVPD basis set.

The geometry in XYZ format:
```
20
C8H9NS2 (ωB97M-V with the def2-TZVPD basis set)
C -3.494 0.278 0.426
C -2.470 0.187 1.264
C -3.396 -0.437 -0.757
C -1.418 -0.750 1.182
C -2.319 -1.278 -0.981
C -1.326 -1.417 -0.020
C 1.781 -1.393 0.134
C 3.182 0.957 -0.427
N 2.478 -1.833 1.053
S -0.079 -2.695 -0.126
S 1.779 -0.114 -1.050
H -4.168 0.998 0.729
H -2.524 0.796 2.253
H -4.108 -0.309 -1.542
H -0.634 -0.927 1.842
H -2.386 -1.959 -1.905
H 3.381 1.802 -1.094
H 4.202 0.415 -0.610
H 3.125 1.196 0.713
H 3.357 -1.552 1.494
```

## Properties
ΔE to the lowest compared entry with this formula, charge and spin   63.9 kcal/mol
Strongest force on any atom   6.190 eV Å⁻¹
Highest occupied orbital energy   -8.38 eV
Frontier orbital gap   8.454 eV

[3]
Computed, not measured: C29H45N9O2S2Zr as an isolated structure in a non-equilibrium geometry, with ωB97M-V with the def2-TZVPD basis set.

The geometry in XYZ format:
```
88
C29H45N9O2S2Zr (ωB97M-V with the def2-TZVPD basis set)
Zr -0.654 -0.614 0.376
N -1.664 1.507 0.515
C -3.122 1.273 0.429
C -3.400 0.692 -0.949
N -2.490 -0.446 -1.294
C -3.216 -1.737 -1.209
C -3.675 -2.028 0.202
N -2.517 -1.982 1.131
C -1.943 -0.282 -2.683
C -0.434 -0.462 -2.751
N 0.141 0.286 -1.609
H -1.436 2.020 1.365
H -1.420 2.136 -0.270
H -3.693 2.200 0.537
H -3.433 0.601 1.235
H -3.227 1.491 -1.669
H -4.447 0.389 -1.038
H -2.540 -2.522 -1.551
H -4.084 -1.723 -1.879
H -4.175 -2.999 0.234
H -4.402 -1.284 0.529
H -2.061 -2.901 1.117
H -2.854 -1.868 2.086
H -2.171 0.732 -3.008
H -2.443 -0.970 -3.369
H -0.069 -0.078 -3.707
H -0.137 -1.505 -2.671
H -0.122 1.277 -1.734
H 1.160 0.237 -1.636
C 1.570 -3.764 2.993
C 0.652 -3.159 1.977
N 0.463 -1.870 1.933
N 1.144 -1.204 2.971
C 1.556 -0.027 2.675
S 1.443 0.738 1.093
S 2.274 0.871 4.016
C 3.984 0.946 3.356
C 4.623 -0.407 3.368
C 5.132 -0.949 4.544
C 5.681 -2.220 4.548
C 5.728 -2.964 3.375
C 5.224 -2.430 2.199
C 4.670 -1.157 2.198
C -0.003 -4.034 0.998
C -0.230 -5.387 1.297
C -0.746 -6.249 0.353
C -0.994 -5.784 -0.938
C -0.776 -4.459 -1.262
C -0.317 -3.568 -0.291
O -0.175 -2.267 -0.583
H 2.478 -3.169 3.081
H 1.829 -4.784 2.729
H 1.100 -3.750 3.978
H 4.487 1.667 3.998
H 3.930 1.355 2.348
H 5.101 -0.372 5.459
H 6.082 -2.629 5.464
H 6.170 -3.951 3.378
H 5.277 -2.998 1.280
H 4.290 -0.733 1.275
H -0.012 -5.752 2.291
H -0.935 -7.280 0.606
H -1.354 -6.465 -1.696
H -0.951 -4.099 -2.267
N -1.535 0.330 4.015
C -1.369 0.057 2.906
H -1.566 0.539 4.995
C 0.968 4.245 -0.750
N 0.203 4.665 -1.908
C 0.624 5.941 -2.484
C -0.390 6.448 -3.488
C -0.749 5.310 -4.420
N -1.292 4.211 -3.630
C -2.329 3.378 -4.206
C -0.735 3.860 -2.452
O -1.100 2.803 -1.874
H 0.886 4.991 0.042
H 2.023 4.140 -1.012
H 0.604 3.293 -0.374
H 1.605 5.814 -2.954
H 0.745 6.651 -1.664
H 0.024 7.288 -4.042
H -1.291 6.789 -2.974
H 0.133 4.976 -4.977
H -1.505 5.610 -5.144
H -2.933 3.989 -4.873
H -2.972 2.987 -3.422
H -1.917 2.544 -4.781
```

## Properties
ΔE to the lowest compared entry with this formula, charge and spin   5.2 kcal/mol
Strongest force on any atom   1.290 eV Å⁻¹
Charge   +2
Highest occupied orbital energy   -12.70 eV
Frontier orbital gap   7.511 eV

no.,E (eV)
1,-203557.083
2,-31599.758
3,-71252.877